Entry 1:
Here is a structure of composition C5H10O from the Open Molecules 2025 dataset. Energies are from ωB97M-V/def2-TZVPD.

Values from the calculation:
Multiplicity: 1
Kohn-Sham gap: 8.4 eV
ΔE to the lowest compared entry with this formula, charge and spin: 120.4 kcal per mole
Total charge: 0

Atoms and positions in Å:
C  0.33  -1.20  0.76
C  -0.02  0.45  1.64
C  -0.24  1.47  0.56
C  -0.28  0.22  -0.24
C  0.74  0.15  -1.36
O  -1.58  -0.07  -0.64
H  -0.06  -1.66  1.67
H  -0.05  -1.87  -0.04
H  1.41  -1.25  0.75
H  -1.04  0.18  1.98
H  -1.20  1.98  0.54
H  0.59  2.14  0.33
H  0.47  0.90  -2.10
H  0.75  -0.84  -1.83
H  1.75  0.37  -0.99
H  -1.59  -0.97  -1.02



Entry 2:
Here is an isolated molecule of C9H11P at a distorted geometry from the Open Molecules 2025 dataset. Energies are from ωB97M-V/def2-TZVPD.

Values from the calculation:
Multiplicity: 1
Kohn-Sham gap: 9.5 eV
ΔE to the lowest compared entry with this formula, charge and spin: 36.2 kcal per mole
SMILES: C[C@@]1(P)Cc2ccccc21
Total charge: 0

Atoms and positions in Å:
C  1.95  -0.58  1.74
C  1.26  -0.04  0.07
P  2.57  0.74  -0.94
C  0.68  -1.38  -0.59
C  -0.66  -0.76  -0.48
C  -1.98  -0.95  -0.72
C  -2.88  0.06  -0.47
C  -2.40  1.30  0.04
C  -1.03  1.51  0.33
C  -0.17  0.43  0.05
H  2.41  0.26  2.30
H  2.77  -1.15  1.35
H  1.14  -1.00  2.41
H  2.48  2.24  -0.64
H  1.80  0.73  -2.14
H  1.02  -2.35  -0.09
H  1.16  -1.50  -1.51
H  -2.40  -1.87  -1.01
H  -3.93  0.04  -0.81
H  -3.19  1.86  0.53
H  -0.63  2.40  0.55



Entry 3:
Here is a structure of composition C5H11NPPt at a distorted geometry from the Open Molecules 2025 dataset. Energies are from ωB97M-V/def2-TZVPD.

Values from the calculation:
Multiplicity: 3
Kohn-Sham gap (spin up / spin down): 2.8 / 5.9 eV
Total charge: -1
⟨S²⟩: 2.01

Atoms and positions in Å:
C  1.47  -0.17  -1.33
C  0.25  0.10  -2.21
C  -0.64  -0.96  -1.99
C  -0.07  -1.85  -0.98
C  1.30  -1.31  -0.67
Pt  -0.44  0.10  -0.19
P  -0.22  2.18  1.02
H  2.18  0.69  -1.17
H  -0.11  0.94  -2.82
H  -1.69  -0.87  -2.08
H  1.84  -1.63  0.22
H  -0.82  -2.51  -0.56
H  -1.43  2.34  1.86
H  0.04  3.30  0.08
H  0.97  1.85  1.79
N  -0.69  -0.44  1.95
H  0.29  -0.65  2.19
H  -1.22  -1.30  2.14
H  -1.01  0.19  2.73



Entry 4:
Here is a structure of composition C33H112F6InNO32 at a distorted geometry from the Open Molecules 2025 dataset. Energies are from ωB97M-V/def2-TZVPD.

Values from the calculation:
Multiplicity: 1
Kohn-Sham gap: 3.2 eV
ΔE to the lowest compared entry with this formula, charge and spin: 166.7 kcal per mole
Total charge: 0

Atoms and positions in Å:
In  1.62  0.08  -3.88
C  4.98  -1.83  -1.78
O  4.40  -1.10  -0.68
O  4.18  -1.50  -2.91
C  6.55  -1.59  -1.75
F  7.13  -1.98  -0.58
F  7.17  -2.24  -2.70
F  6.91  -0.34  -1.93
C  4.36  -1.73  0.63
C  3.88  -0.63  1.54
H  3.82  -0.91  2.59
H  4.51  0.25  1.62
H  2.90  -0.32  1.17
H  5.29  -2.10  1.07
H  3.62  -2.53  0.56
H  4.80  -2.89  -1.59
C  -0.58  -1.49  -1.00
O  -0.22  -0.10  -0.91
O  -0.02  -1.90  -2.22
C  -0.28  -2.34  0.34
F  1.07  -2.40  0.55
F  -0.85  -1.75  1.44
F  -0.70  -3.56  0.20
C  -1.05  0.85  -0.16
C  -0.21  2.07  0.11
H  -0.85  2.87  0.47
H  0.55  1.98  0.89
H  0.20  2.56  -0.77
H  -1.48  0.45  0.76
H  -1.87  1.22  -0.78
H  -1.66  -1.56  -1.15
N  1.66  4.35  -3.42
O  1.13  4.92  -2.47
O  1.60  3.11  -3.40
O  2.21  4.97  -4.29
C  -3.22  6.24  1.96
O  -2.74  5.24  1.14
H  -2.38  6.58  2.56
H  -3.63  7.07  1.39
H  -3.92  5.87  2.71
H  -2.16  5.70  0.53
C  -1.41  -5.11  -2.86
O  -2.10  -3.90  -3.24
H  -1.02  -4.99  -1.85
H  -2.14  -5.92  -2.91
H  -0.59  -5.37  -3.52
H  -1.46  -3.22  -3.01
C  3.99  6.56  -1.67
O  2.84  6.37  -0.91
H  4.56  5.63  -1.66
H  3.80  6.90  -2.68
H  4.50  7.41  -1.22
H  2.31  5.74  -1.40
C  -1.63  -1.28  -5.66
O  -0.31  -0.93  -5.94
H  -1.74  -2.36  -5.77
H  -1.96  -1.12  -4.64
H  -2.36  -0.73  -6.26
H  -0.15  -1.25  -6.83
C  1.13  -0.97  4.21
O  1.89  -1.46  5.31
H  1.40  0.08  4.06
H  1.23  -1.52  3.28
H  0.07  -0.86  4.44
H  2.62  -2.02  5.02
C  -5.41  3.26  0.82
O  -4.58  3.23  1.97
H  -4.98  2.75  -0.05
H  -6.32  2.72  1.08
H  -5.67  4.26  0.48
H  -3.78  3.72  1.74
C  -4.73  -2.55  -0.31
O  -4.83  -1.24  -0.81
H  -5.12  -2.67  0.70
H  -5.30  -3.18  -0.99
H  -3.70  -2.92  -0.29
H  -4.92  -0.62  -0.09
C  2.03  -5.33  -1.93
O  1.59  -4.41  -2.88
H  1.20  -6.00  -1.70
H  2.84  -5.88  -2.40
H  2.30  -4.83  -1.00
H  1.05  -3.75  -2.43
C  -4.94  -2.94  -3.94
O  -4.21  -3.69  -4.93
H  -5.46  -3.61  -3.25
H  -4.32  -2.31  -3.32
H  -5.77  -2.39  -4.39
H  -3.38  -3.91  -4.49
C  -1.95  -3.22  4.57
O  -3.30  -3.23  4.92
H  -1.75  -2.54  3.75
H  -1.36  -2.86  5.42
H  -1.59  -4.21  4.28
H  -3.56  -2.39  5.30
C  1.73  5.43  2.16
O  2.46  6.61  1.92
H  1.82  5.06  3.18
H  0.66  5.46  1.92
H  2.10  4.57  1.60
H  2.72  6.57  1.00
C  1.77  -3.74  -6.02
O  1.78  -2.84  -4.92
H  1.85  -3.14  -6.93
H  2.55  -4.50  -5.98
H  0.76  -4.15  -6.05
H  1.70  -3.40  -4.15
C  -3.28  -5.66  0.41
O  -4.46  -6.00  -0.25
H  -2.59  -5.21  -0.30
H  -3.50  -4.94  1.19
H  -2.86  -6.55  0.89
H  -4.30  -6.84  -0.69
C  -0.72  7.38  -0.64
O  -1.01  6.03  -0.87
H  0.34  7.56  -0.43
H  -0.88  7.96  -1.54
H  -1.34  7.75  0.18
H  -0.31  5.67  -1.42
C  -3.90  -0.43  2.54
O  -4.34  0.35  1.50
H  -3.63  -1.38  2.06
H  -3.00  -0.04  3.01
H  -4.65  -0.64  3.30
H  -4.48  1.24  1.83
C  0.27  -6.36  2.22
O  1.44  -6.18  3.04
H  -0.63  -6.60  2.78
H  0.10  -5.41  1.72
H  0.46  -7.12  1.46
H  2.05  -6.90  2.87
C  5.32  -5.96  0.60
O  4.83  -7.28  0.49
H  4.47  -5.29  0.52
H  5.88  -5.87  1.53
H  5.93  -5.76  -0.28
H  4.17  -7.45  1.17
C  3.20  2.21  -0.59
O  2.93  1.01  -1.36
H  4.24  2.49  -0.70
H  2.71  3.04  -1.10
H  2.90  2.15  0.45
H  3.42  0.27  -0.98
C  -1.47  2.62  -3.44
O  -1.18  1.25  -3.58
H  -2.55  2.79  -3.37
H  -1.13  2.93  -2.45
H  -1.08  3.16  -4.30
H  -2.02  0.87  -3.33
C  5.28  3.05  3.64
O  3.99  2.81  3.06
H  5.67  2.09  3.95
H  5.89  3.55  2.88
H  4.99  3.54  4.57
H  3.35  2.73  3.78
C  -1.29  2.61  3.50
O  -0.66  3.66  4.16
H  -0.54  1.93  3.10
H  -1.93  2.00  4.14
H  -1.91  2.89  2.65
H  -1.25  3.97  4.84
C  -4.42  6.72  -1.97
O  -3.72  5.45  -2.09
H  -4.94  6.82  -1.02
H  -3.75  7.56  -2.16
H  -5.19  6.83  -2.74
H  -2.84  5.53  -1.72
C  -4.91  0.78  -3.34
O  -3.71  0.18  -2.85
H  -5.31  1.56  -2.68
H  -4.73  1.19  -4.33
H  -5.71  0.05  -3.49
H  -3.93  -0.35  -2.08
C  1.68  2.31  6.31
O  1.93  2.53  4.93
H  2.60  2.40  6.88
H  0.99  3.09  6.65
H  1.28  1.32  6.52
H  1.12  2.85  4.53
C  3.81  -4.05  3.62
O  4.23  -2.98  4.40
H  2.77  -3.99  3.27
H  4.48  -4.16  2.77
H  3.96  -4.94  4.22
H  5.16  -2.82  4.23



Entry 5:
Here is a structure of composition C41H36F9N2O2PS2Sn at a distorted geometry from the Open Molecules 2025 dataset. Energies are from ωB97M-V/def2-TZVPD.

Values from the calculation:
Multiplicity: 1
Kohn-Sham gap: 3.2 eV
ΔE to the lowest compared entry with this formula, charge and spin: 14.6 kcal per mole
Total charge: +2

Atoms and positions in Å:
Sn  -1.05  0.89  -0.69
C  -1.46  2.65  2.30
C  -2.76  2.30  1.87
C  -3.10  3.19  0.87
C  -1.91  4.05  0.58
C  -0.91  3.68  1.43
C  0.44  4.28  1.61
C  -1.93  5.17  -0.39
C  -4.44  3.44  0.31
C  -3.68  1.34  2.55
C  -0.83  2.23  3.55
H  1.22  3.52  1.58
H  0.50  4.79  2.57
H  0.64  5.01  0.83
H  -2.83  5.77  -0.24
H  -1.95  4.80  -1.42
H  -1.07  5.81  -0.27
H  -5.04  2.53  0.28
H  -4.38  3.89  -0.68
H  -4.97  4.15  0.95
H  -4.25  1.85  3.33
H  -3.12  0.53  3.03
H  -4.39  0.90  1.85
H  0.25  2.28  3.49
H  -1.16  1.24  3.86
H  -1.13  2.92  4.35
O  1.70  -2.64  -2.19
C  1.16  -2.81  -3.39
C  1.65  -3.85  -4.20
C  1.13  -4.07  -5.45
C  0.09  -3.26  -5.93
C  -0.38  -2.22  -5.17
C  0.14  -1.96  -3.90
C  -0.39  -0.84  -3.14
O  -0.05  -0.65  -1.88
N  -1.19  -0.02  -3.76
N  -1.78  0.96  -3.03
C  -2.35  1.86  -3.79
S  -2.16  1.81  -5.51
C  -2.92  3.46  -5.77
C  -3.98  3.67  -4.73
S  -3.31  3.13  -3.12
H  1.28  -1.87  -1.75
H  2.46  -4.44  -3.82
H  1.54  -4.85  -6.07
H  -0.33  -3.45  -6.91
H  -1.16  -1.57  -5.54
H  -3.34  3.48  -6.78
H  -2.12  4.21  -5.71
H  -4.88  3.08  -4.92
H  -4.26  4.72  -4.63
F  -0.35  -7.32  0.57
C  -0.28  -6.47  -0.46
F  -1.41  -6.59  -1.16
F  0.71  -6.89  -1.25
C  -0.05  -5.05  0.01
C  -1.00  -4.07  -0.22
C  -0.74  -2.77  0.20
C  0.47  -2.45  0.80
C  1.40  -3.45  1.05
C  1.14  -4.75  0.66
P  0.79  -0.67  1.18
C  0.85  -0.69  3.00
C  -0.17  -1.33  3.69
C  -0.25  -1.22  5.07
C  0.70  -0.47  5.74
C  1.72  0.17  5.06
C  1.80  0.07  3.69
C  0.63  -0.28  7.24
F  1.68  -0.82  7.86
F  0.62  1.03  7.54
F  -0.48  -0.81  7.78
C  2.54  -0.44  0.67
C  3.62  -1.09  1.25
C  4.88  -0.98  0.69
C  5.07  -0.18  -0.43
C  4.02  0.56  -0.95
C  2.76  0.42  -0.40
C  6.41  -0.08  -1.12
F  7.30  -0.96  -0.67
F  6.27  -0.29  -2.44
F  6.94  1.14  -0.98
H  -1.92  -4.31  -0.72
H  -1.50  -2.00  0.05
H  2.33  -3.24  1.56
H  1.86  -5.53  0.86
H  -0.91  -1.90  3.15
H  -1.05  -1.71  5.61
H  2.45  0.76  5.61
H  2.59  0.57  3.15
H  3.49  -1.69  2.14
H  5.72  -1.52  1.12
H  4.19  1.22  -1.79
H  1.92  0.98  -0.82



Entry 6:
Here is a cluster of 2 separate species, C6H14N2O2 in total at a distorted geometry from the Open Molecules 2025 dataset. Energies are from ωB97M-V/def2-TZVPD.

Values from the calculation:
Multiplicity: 1
Kohn-Sham gap: 9.7 eV
ΔE to the lowest compared entry with this formula, charge and spin: 16.3 kcal per mole
SMILES: CNC(C)=O.CNC(C)=O
Total charge: 0

Atoms and positions in Å:
C  -0.72  -0.62  -2.65
N  -0.35  -1.89  -2.00
C  0.57  -1.77  -0.96
C  0.99  -3.09  -0.35
O  0.83  -0.69  -0.46
H  0.13  0.04  -2.81
H  -1.14  -0.84  -3.63
H  -1.48  -0.12  -2.06
H  0.00  -2.54  -2.69
H  1.36  -2.88  0.65
H  0.18  -3.82  -0.34
H  1.88  -3.53  -0.81
C  0.43  3.16  0.39
N  0.23  1.84  0.96
C  -0.25  1.76  2.22
C  -0.92  0.44  2.55
O  -0.15  2.67  3.01
H  0.39  3.09  -0.70
H  -0.30  3.87  0.77
H  1.43  3.54  0.63
H  0.11  1.07  0.31
H  -1.23  0.43  3.60
H  -1.79  0.23  1.93
H  -0.19  -0.36  2.42



Entry 7:
Here is a cluster of 3 separate species, C30H59F6IN7O6P2 in total at a distorted geometry from the Open Molecules 2025 dataset. Energies are from ωB97M-V/def2-TZVPD.

Values from the calculation:
Multiplicity: 1
Kohn-Sham gap: 5.2 eV
Total charge: +1

Atoms and positions in Å:
C  4.26  -7.26  4.64
C  3.92  -6.68  3.28
C  2.85  -7.51  2.54
C  2.63  -7.02  1.11
C  1.77  -5.74  1.01
C  2.62  -4.49  0.76
C  1.82  -3.19  0.56
C  1.60  -2.28  1.81
C  2.25  -0.86  1.51
C  1.37  0.11  0.73
O  0.99  1.12  1.23
I  0.74  -0.32  -1.26
C  0.21  -1.91  2.15
N  -0.13  -2.16  3.37
C  0.92  -2.84  4.14
C  0.42  -4.28  4.39
O  1.18  -5.18  4.54
C  -1.11  -4.56  4.50
F  -1.68  -3.52  5.17
F  -1.27  -5.64  5.25
C  -1.85  -4.71  3.13
F  -0.96  -4.74  2.11
F  -2.60  -3.61  2.94
C  -2.77  -5.95  3.01
F  -3.71  -5.83  3.96
F  -2.05  -7.05  3.21
C  -3.49  -6.12  1.64
O  -3.91  -7.19  1.36
O  -3.63  -5.02  0.84
C  2.13  -2.75  3.19
H  4.56  -8.30  4.53
H  5.05  -6.71  5.15
H  3.38  -7.25  5.29
H  4.80  -6.57  2.64
H  3.50  -5.67  3.41
H  3.13  -8.56  2.55
H  1.91  -7.39  3.10
H  3.59  -6.88  0.59
H  2.10  -7.81  0.58
H  1.18  -5.65  1.92
H  1.14  -5.86  0.13
H  3.43  -4.39  1.49
H  3.11  -4.67  -0.20
H  2.33  -2.61  -0.21
H  0.85  -3.45  0.13
H  2.48  -0.33  2.43
H  3.18  -0.98  0.93
H  -0.55  -1.47  1.51
H  -1.07  -1.91  3.69
H  1.15  -2.41  5.11
H  -2.83  -4.89  0.31
H  2.76  -1.97  3.62
H  2.74  -3.65  3.26
O  -1.44  0.20  -4.69
P  -2.60  1.06  -5.08
N  -1.99  2.17  -6.21
C  -1.26  3.36  -5.80
C  -1.35  1.51  -7.34
N  -3.01  1.72  -3.54
C  -3.06  3.14  -3.24
C  -2.55  0.96  -2.40
N  -4.15  1.04  -5.65
C  -4.70  1.86  -6.72
C  -5.15  0.29  -4.89
H  -1.00  3.94  -6.69
H  -0.34  3.15  -5.24
H  -1.89  4.03  -5.21
H  -2.02  0.75  -7.76
H  -0.41  1.02  -7.07
H  -1.16  2.23  -8.13
H  -2.06  3.59  -3.17
H  -3.57  3.30  -2.29
H  -3.65  3.68  -3.99
H  -1.50  1.17  -2.17
H  -2.62  -0.11  -2.59
H  -3.16  1.17  -1.52
H  -4.75  2.91  -6.42
H  -5.70  1.52  -6.95
H  -4.12  1.79  -7.64
H  -5.76  0.96  -4.28
H  -4.67  -0.43  -4.22
H  -5.80  -0.28  -5.56
O  0.99  7.33  -1.39
P  0.81  6.84  0.00
N  2.08  7.53  0.91
C  3.41  6.96  0.92
C  2.10  8.99  0.79
N  0.91  5.13  -0.24
C  1.86  4.28  0.42
C  0.64  4.66  -1.60
N  -0.28  6.73  1.25
C  -0.03  7.05  2.65
C  -1.54  6.06  0.99
H  4.04  7.55  1.59
H  3.88  6.94  -0.07
H  3.41  5.95  1.33
H  1.11  9.40  1.00
H  2.41  9.32  -0.21
H  2.79  9.40  1.53
H  2.88  4.39  0.03
H  1.57  3.23  0.28
H  1.87  4.44  1.50
H  1.51  4.73  -2.26
H  -0.17  5.24  -2.05
H  0.31  3.62  -1.55
H  0.66  6.34  3.11
H  -0.97  7.02  3.20
H  0.37  8.06  2.78
H  -1.53  5.04  1.39
H  -1.75  6.00  -0.07
H  -2.37  6.60  1.45